# 1
This record from the Open Molecules 2025 dataset describes 2 unconnected molecules or ions with the total composition C4H12N2S in a non-equilibrium geometry. The level of theory is ωB97M-V/def2-TZVPD.

Properties
Total energy = -667.11735 hartree
Charge = 0
HOMO energy = -0.31713 Eh
Energy relative to the best compared isomer or geometry (same formula, charge and spin) = 111.40 kcal/mol
Lowest unoccupied orbital energy = -1.66 eV

Atoms and positions in Å:
C -0.316 -0.214 -1.173
N -0.273 1.028 -0.351
C -1.617 1.251 -0.034
N -1.865 2.684 0.127
C 0.970 -1.024 -1.343
C 1.819 -1.182 -0.093
S 0.849 -1.248 1.427
H -0.899 -0.986 -0.657
H -0.735 -0.171 -2.239
H 0.251 0.832 0.554
H -1.849 0.686 0.907
H -2.339 0.759 -0.693
H -1.320 3.223 -0.521
H -2.872 2.989 -0.004
H 0.754 -1.968 -1.795
H 1.577 -0.450 -2.126
H 2.407 -2.232 -0.062
H 2.618 -0.455 0.154
H -1.359 -1.224 1.073

What are the Löwdin partial charges on each atom? They are as follows, in elementary charge units: -0.328, -0.067, -0.421, -0.001, -0.281, -0.615, 0.589, 0.016, 0.145, 0.057, 0.079, 0.108, 0.048, 0.090, 0.096, 0.131, 0.101, 0.064, 0.190

***

# 2
This record from the Open Molecules 2025 dataset describes C4H12N2S in the gas phase in a non-equilibrium geometry. The level of theory is ωB97M-V/def2-TZVPD.

Properties
Total energy = -667.27211 hartree
Charge = 0
HOMO energy = -0.31719 Eh
Energy relative to the best compared isomer or geometry (same formula, charge and spin) = 14.29 kcal/mol
Lowest unoccupied orbital energy = 0.95 eV

Atoms and positions in Å:
C 0.568 -1.187 -1.838
N -0.515 -0.863 -0.871
C -0.468 0.279 0.039
C -0.618 -0.252 1.459
S -2.161 -1.239 1.713
C 0.874 1.046 -0.046
N 0.918 2.250 0.775
H 1.307 -1.828 -1.347
H 0.106 -1.791 -2.627
H 1.071 -0.328 -2.256
H -1.387 -0.941 -1.369
H -1.283 0.977 -0.189
H 0.198 -0.940 1.650
H -0.710 0.533 2.194
H -1.753 -2.220 0.906
H 0.993 1.368 -1.084
H 1.653 0.370 0.286
H 1.213 2.098 1.732
H -0.006 2.668 0.874

What are the Löwdin partial charges on each atom? They are as follows, in elementary charge units: -0.109, -0.104, -0.437, -0.520, 0.677, -0.258, -0.006, 0.074, 0.081, 0.054, 0.093, 0.136, 0.074, 0.052, -0.161, 0.103, 0.118, 0.064, 0.070